{"formula": "C18H36LiO18", "method": "ωB97M-V with the def2-TZVPD basis set", "orbital_gap_ev": 11.148, "total_charge": 1, "multiplicity": 1, "relative_energy_kcal_mol": 86.82, "lumo_ev": -1.9, "homo_energy_ev": -13.0, "symbols": ["Li", "C", "O", "C", "O", "O", "C", "H", "H", "H", "H", "H", "H", "C", "O", "C", "O", "O", "C", "H", "H", "H", "H", "H", "H", "C", "O", "C", "O", "O", "C", "H", "H", "H", "H", "H", "H", "C", "O", "C", "O", "O", "C", "H", "H", "H", "H", "H", "H", "C", "O", "C", "O", "O", "C", "H", "H", "H", "H", "H", "H", "C", "O", "C", "O", "O", "C", "H", "H", "H", "H", "H", "H"], "coordinates": [[-22.080435, -35.869434, -21.318010], [-25.095296, -37.763477, -18.856662], [-24.409633, -36.867055, -17.985318], [-23.474925, -36.015942, -18.519270], [-23.144324, -35.805387, -19.695123], [-22.906444, -35.252886, -17.458190], [-22.029971, -34.274356, -17.785571], [-24.587985, -38.555712, -19.177654], [-25.453745, -37.119372, -19.581748], [-26.059993, -37.824149, -18.393386], [-22.196739, -33.772908, -18.523048], [-20.723100, -34.621089, -17.687521], [-22.065260, -33.570428, -17.022382], [-21.263730, -38.625362, -17.999471], [-20.436343, -39.095213, -19.029210], [-20.559428, -38.647622, -20.322048], [-21.326000, -37.798347, -20.652206], [-19.616438, -39.208730, -21.200918], [-19.556474, -38.722573, -22.509244], [-20.962741, -37.406015, -17.860275], [-21.344268, -39.257217, -17.200286], [-22.269852, -38.540394, -18.567507], [-19.433871, -37.555618, -22.417434], [-20.503683, -39.009229, -23.254740], [-18.653508, -39.125639, -23.027179], [-18.616332, -34.833260, -23.698265], [-19.203327, -35.756585, -24.553180], [-20.427724, -36.139330, -24.374858], [-20.955458, -35.948417, -23.267164], [-21.033965, -36.521796, -25.500300], [-22.496774, -36.842320, -25.490979], [-18.557793, -35.213255, -22.789743], [-19.090632, -33.942054, -23.491317], [-17.681416, -34.427983, -24.028593], [-22.624775, -37.889647, -24.876360], [-22.620216, -36.981515, -26.413367], [-23.258953, -36.173512, -25.111758], [-20.454448, -32.194108, -20.997374], [-19.293256, -32.824366, -20.541346], [-19.302607, -34.148623, -20.207579], [-20.262156, -34.911054, -20.513798], [-18.404564, -34.685276, -19.505487], [-18.393208, -35.852746, -18.827157], [-20.779004, -32.377005, -21.976201], [-20.283644, -31.133340, -20.600227], [-21.266173, -32.292106, -20.381535], [-18.914249, -36.515688, -19.612286], [-19.187069, -36.075725, -17.967717], [-17.422433, -36.141496, -18.416381], [-24.628073, -32.164968, -20.500317], [-23.871912, -31.770834, -21.725425], [-23.339210, -32.610006, -22.477720], [-23.144216, -33.812751, -22.141347], [-22.847408, -32.135219, -23.565484], [-22.547411, -33.042098, -24.669593], [-25.066201, -33.142728, -20.756706], [-25.301708, -31.382714, -20.181925], [-23.832350, -32.169093, -19.754030], [-21.432939, -32.860333, -25.015965], [-23.258359, -32.481699, -25.356432], [-22.502459, -34.241350, -24.299912], [-26.028550, -35.636216, -22.558015], [-25.654046, -37.105444, -22.716981], [-24.458256, -37.574803, -22.413435], [-23.450425, -36.922786, -22.290812], [-24.514033, -38.927370, -22.329883], [-23.327383, -39.712653, -21.984968], [-26.924986, -35.354143, -22.559419], [-25.928772, -35.168736, -23.631922], [-25.572854, -35.172144, -21.783818], [-23.565425, -40.825982, -22.258659], [-23.345283, -39.988427, -21.004750], [-22.489906, -39.432294, -22.654789]], "forces_ev_per_angstrom": [[0.32, 0.14, -0.43], [-2.59, 4.37, 1.75], [3.02, 1.64, 0.02], [0.93, 1.39, 0.01], [-1.51, -1.05, 3.14], [-2.84, -3.64, -1.50], [7.03, -5.06, 7.91], [1.95, -3.30, -0.98], [-0.04, 0.83, -2.82], [-0.19, -1.57, 0.94], [-1.79, 4.81, -9.36], [-4.08, 0.72, -0.72], [-0.14, 1.07, 1.89], [-2.07, 6.27, -4.79], [2.28, -1.59, -2.38], [1.59, -0.38, 0.28], [-0.51, 0.44, -0.14], [-1.51, -0.75, 3.05], [-1.08, 2.29, -2.45], [-0.81, -3.51, 0.48], [0.47, -1.42, 2.01], [0.97, -0.05, 1.63], [-0.49, -2.26, -0.62], [2.23, 0.82, 2.27], [-0.69, 0.08, 0.85], [0.85, 0.92, -1.72], [1.19, -0.43, -2.96], [-2.49, 1.94, 2.64], [-0.13, -0.82, -1.79], [-0.65, 0.26, 0.92], [2.14, -2.52, 8.27], [0.88, -2.17, 4.23], [-2.44, 1.91, -0.35], [0.79, -0.91, -0.78], [0.28, 2.60, -1.59], [-1.29, -1.39, -7.39], [0.76, 0.79, 0.51], [1.03, 3.06, 1.79], [2.54, -2.75, 1.24], [-6.43, -2.13, -1.85], [0.95, 2.09, -0.23], [4.49, 5.15, 1.54], [-3.96, -4.71, 0.14], [0.28, 0.00, -1.57], [0.29, -0.80, -2.01], [-2.25, -1.78, 1.72], [1.61, -0.35, 1.21], [1.50, 1.66, -1.35], [-0.10, 0.35, -0.75], [1.94, -0.59, -1.09], [-2.85, 3.87, 2.08], [2.34, -6.55, 0.94], [-0.89, 1.67, -0.47], [0.65, 1.00, -0.87], [1.88, -0.74, 0.09], [0.09, 0.51, 0.74], [-0.32, 0.18, -0.77], [-0.32, -0.75, 0.25], [-2.26, 0.00, 0.73], [0.87, -2.26, -0.27], [-1.05, 3.54, -1.18], [6.86, -3.01, -5.66], [-2.16, 1.27, 0.65], [0.83, -0.30, 0.13], [-0.24, -0.04, 0.10], [-0.22, 0.28, 0.13], [-1.59, -1.92, -4.50], [-8.42, -0.10, 1.09], [1.45, -0.59, 1.93], [2.32, 1.17, 1.99], [-0.10, 1.97, -0.75], [1.09, 0.98, 3.33], [-0.15, 0.11, 1.48]], "lowdin_charge": [0.614, 0.015, 0.015, -0.413, 0.034, 0.009, -0.077, 0.054, 0.073, 0.117, -0.032, 0.190, 0.082, -0.009, -0.025, -0.505, 0.073, -0.024, -0.072, 0.158, 0.067, 0.100, 0.111, 0.141, 0.107, -0.021, 0.064, -0.601, 0.024, 0.037, 0.049, 0.039, 0.076, 0.118, 0.156, 0.007, 0.085, -0.034, 0.030, -0.531, 0.009, 0.041, -0.053, 0.076, 0.150, 0.047, 0.111, 0.112, 0.112, 0.077, 0.053, -0.709, 0.005, -0.010, 0.007, 0.094, 0.098, 0.090, 0.120, 0.121, 0.136, 0.075, 0.041, -0.598, 0.032, -0.003, 0.000, 0.003, 0.153, 0.039, 0.136, 0.049, 0.087]}

=====

{"formula": "C3H6N2OS", "method": "ωB97M-V with the def2-TZVPD basis set", "orbital_gap_ev": 9.796, "multiplicity": 1, "relative_energy_kcal_mol": 51.74, "lumo_ev": 0.6, "smiles": "[H]/N=C(/C)O.N=C=S", "homo_energy_ev": -9.2, "symbols": ["H", "N", "C", "C", "O", "H", "H", "H", "H", "N", "C", "S", "H"], "coordinates": [[-0.754998, 1.098824, 0.982928], [-0.235923, 0.572371, 0.285509], [0.974422, 0.441017, 0.471418], [1.811198, -0.574956, -0.381700], [1.729085, 1.280521, 1.255128], [2.707920, -1.043690, 0.032665], [2.086576, -0.142290, -1.355767], [1.073407, -1.255668, -0.679957], [2.384593, 0.762555, 1.748126], [-3.083862, -1.028805, -0.777964], [-2.875645, 0.136957, -0.476556], [-3.309385, 1.603141, -0.231350], [-2.507393, -1.849976, -0.872484]], "forces_ev_per_angstrom": [[0.42, 0.67, -0.26], [-1.71, -0.90, 0.21], [3.21, -0.35, -0.90], [-0.48, 1.65, -0.16], [-0.27, -0.38, 0.81], [-0.38, 0.22, 0.36], [0.18, 0.43, 0.51], [-0.74, -1.63, -0.16], [0.00, 0.23, -0.35], [1.14, 1.03, 0.48], [-1.89, -2.83, -1.08], [0.38, 1.54, 0.45], [0.14, 0.32, 0.09]], "lowdin_charge": [0.047, 0.146, -0.505, -0.011, 0.042, 0.076, 0.085, 0.039, 0.105, 0.103, -0.903, 0.704, 0.073]}

=====

{"formula": "C29H36FN3O2Sn", "method": "ωB97M-V with the def2-TZVPD basis set", "orbital_gap_ev": 7.434, "multiplicity": 1, "relative_energy_kcal_mol": 18.24, "lumo_ev": 0.1, "homo_energy_ev": -7.4, "symbols": ["Sn", "C", "C", "C", "C", "C", "C", "C", "H", "H", "H", "H", "H", "H", "H", "H", "C", "C", "C", "C", "C", "C", "C", "C", "C", "C", "C", "C", "N", "C", "C", "C", "C", "C", "C", "F", "H", "H", "H", "H", "H", "H", "H", "H", "H", "H", "H", "H", "H", "H", "H", "H", "H", "H", "H", "H", "H", "C", "C", "N", "O", "C", "C", "N", "O", "H", "H", "H", "H", "H", "H", "H"], "coordinates": [[-0.531156, 0.709208, -1.062283], [-4.663556, 0.469708, -0.063383], [-3.883756, 1.484508, -0.841983], [-3.376656, 2.619708, -0.213783], [-2.729256, 3.601808, -0.945683], [-2.574656, 3.461808, -2.315283], [-3.065156, 2.333208, -2.948283], [-3.717456, 1.355408, -2.216783], [-5.665356, 0.853908, 0.132217], [-4.193556, 0.257408, 0.895117], [-4.759256, -0.459092, -0.620583], [-3.536356, 2.750408, 0.848617], [-2.362756, 4.487608, -0.449983], [-2.100456, 4.244008, -2.887483], [-2.960456, 2.217608, -4.014683], [-4.125656, 0.494208, -2.723883], [2.908144, -2.866092, 0.868517], [1.479244, -2.334492, 0.990717], [0.551644, -3.475492, 1.426217], [1.429044, -1.155492, 1.936117], [1.414444, -1.389992, 3.304317], [1.330044, -0.348492, 4.206717], [1.249044, 0.944008, 3.731017], [1.316544, 1.236208, 2.372017], [1.375444, 2.715208, 2.028917], [0.384244, 3.207708, 0.976717], [2.796744, 3.108108, 1.617917], [1.421144, 0.172108, 1.455817], [1.473244, 0.414008, 0.063717], [2.670144, 0.314108, -0.575883], [3.920844, 0.168308, 0.054817], [5.093544, 0.097308, -0.671283], [5.095044, 0.174308, -2.054583], [3.885644, 0.346808, -2.710383], [2.731644, 0.417808, -1.972883], [1.542044, 0.628908, -2.645083], [2.928044, -3.727192, 0.206117], [3.279944, -3.168692, 1.845317], [3.578144, -2.110192, 0.468117], [1.150244, -1.992192, 0.001017], [1.001644, -4.066092, 2.221417], [0.367244, -4.133192, 0.579317], [-0.403156, -3.094892, 1.778317], [1.477944, -2.399792, 3.678217], [1.327444, -0.537092, 5.270617], [1.160544, 1.757508, 4.439517], [1.140544, 3.249708, 2.959717], [0.738444, 2.962508, -0.028383], [0.297644, 4.290508, 1.044317], [-0.606156, 2.770308, 1.130617], [3.059444, 2.636108, 0.674717], [3.513744, 2.798908, 2.375117], [2.864544, 4.187708, 1.501317], [3.951044, 0.125508, 1.133617], [6.028244, -0.026592, -0.142883], [6.014944, 0.109808, -2.614683], [3.830744, 0.427708, -3.784883], [-2.964156, -3.196192, -0.164183], [-2.221056, -2.044092, -0.759683], [-1.658856, -1.153592, 0.003317], [-1.858856, -1.311892, 1.381317], [-2.143356, -1.850892, -2.173483], [-2.973156, -2.625192, -3.156783], [-1.348856, -0.885792, -2.584983], [-1.261356, -0.554892, -3.804083], [-2.329856, -3.690592, 0.571917], [-3.268356, -3.919392, -0.911583], [-3.839156, -2.825292, 0.369017], [-1.120056, -0.843792, 1.793917], [-3.970556, -2.835692, -2.778083], [-2.504356, -3.565692, -3.443883], [-3.061656, -2.013692, -4.054583]], "forces_ev_per_angstrom": [[0.16, -0.33, 0.09], [-0.03, 0.03, 0.07], [-0.03, 0.03, -0.06], [-0.05, 0.03, -0.06], [-0.10, 0.04, 0.06], [0.00, 0.11, 0.01], [-0.03, 0.02, -0.08], [-0.05, 0.02, 0.11], [-0.08, -0.07, 0.04], [0.03, -0.06, 0.06], [-0.03, -0.10, -0.03], [0.08, -0.01, 0.10], [0.07, 0.09, 0.07], [0.12, 0.04, -0.07], [0.07, -0.04, -0.14], [0.01, -0.17, -0.06], [-0.04, 0.13, -0.17], [-0.01, -0.12, -0.13], [0.03, 0.21, -0.07], [-0.05, 0.01, -0.12], [0.01, 0.00, 0.10], [-0.03, 0.00, 0.00], [0.04, 0.00, 0.12], [-0.09, 0.14, 0.19], [0.10, 0.06, -0.19], [0.10, -0.16, 0.06], [-0.16, 0.00, 0.14], [-0.18, -0.04, 0.14], [-1.20, 0.03, -0.43], [0.30, 0.08, -0.36], [-0.22, 0.16, -0.05], [0.17, -0.02, -0.05], [0.04, -0.02, 0.05], [-0.14, -0.01, -0.04], [0.12, 0.05, 0.04], [-0.01, -0.13, 0.21], [0.05, -0.17, -0.08], [0.04, -0.09, 0.14], [0.03, -0.12, -0.01], [0.09, -0.01, 0.17], [0.03, -0.10, 0.08], [0.03, -0.16, -0.05], [-0.07, -0.06, 0.03], [-0.05, -0.19, -0.02], [-0.04, -0.04, 0.06], [0.03, 0.08, -0.01], [0.04, -0.15, -0.12], [-0.11, 0.08, 0.12], [-0.07, 0.12, -0.03], [-0.01, 0.10, -0.07], [0.08, 0.00, -0.08], [0.13, -0.02, 0.04], [0.05, 0.13, -0.06], [0.00, -0.04, 0.09], [0.06, 0.01, 0.05], [0.05, 0.00, -0.04], [-0.05, 0.02, -0.11], [0.05, 0.05, 0.15], [0.19, 0.35, 1.17], [0.40, 0.34, -0.10], [-0.29, -0.26, -0.25], [-0.06, -0.10, -0.82], [0.12, 0.28, -0.01], [0.36, 0.23, -0.22], [0.02, -0.15, 0.42], [-0.03, 0.05, 0.02], [-0.02, 0.03, -0.09], [-0.09, -0.05, 0.03], [0.15, 0.03, -0.02], [-0.06, -0.04, 0.08], [0.03, -0.10, -0.04], [0.01, -0.06, -0.02]], "lowdin_charge": [1.483, -0.044, -0.320, -0.091, -0.122, -0.112, -0.103, -0.087, 0.088, 0.075, 0.070, 0.117, 0.104, 0.105, 0.110, 0.114, -0.042, -0.364, -0.071, -0.162, -0.039, -0.071, -0.043, -0.136, -0.364, -0.112, -0.048, -0.229, -0.107, -0.276, -0.062, -0.097, -0.103, -0.022, -0.203, -0.052, 0.084, 0.085, 0.054, 0.121, 0.076, 0.083, 0.055, 0.112, 0.103, 0.110, 0.125, 0.031, 0.083, 0.050, 0.067, 0.085, 0.080, 0.120, 0.104, 0.097, 0.118, 0.009, -0.296, -0.100, -0.054, -0.318, -0.031, -0.261, -0.142, 0.080, 0.078, 0.095, 0.082, 0.074, 0.087, 0.073]}